The following is a quantum chemistry calculation of a molecular structure, C4H2FLiO4Y in a non-equilibrium geometry, from the Open Molecules 2025 dataset.

Values from the calculation:
E = -599.004918 Eh
Kohn-Sham gap = 4.300 eV
HOMO = -20.1866 eV
energy relative to the best compared isomer or geometry (same formula, charge and spin) = 0.919 eV
LUMO = -15.9 eV

Geometry as ORCA input:
```
! RIJCOSX wB97M-V def2-TZVPD def2/J DEFGRID3
* xyz 3 1
C -0.725 -3.245 -5.385
O 0.701 1.247 3.166
H 0.234 -0.690 2.543
O 0.289 2.215 1.312
C 0.792 0.175 2.173
Y 0.967 0.322 -1.316
O -0.392 -2.603 -4.479
C 0.372 2.378 2.640
H 1.852 -0.060 2.032
O -1.060 -3.890 -6.288
C 0.176 0.808 0.950
Li -1.969 2.766 1.665
F -1.238 0.578 0.987
*
```